Record 1
Here is 3 unconnected molecules or ions with the total composition C18H37N2O2 from the OMol25 dataset. Energies are from ωB97M-V with the def2-TZVPD basis set.

## Properties
multiplicity: 1
frontier orbital gap: 7.87 eV
energy: -967.78992 Ha
molar mass: 313.51 g/mol
charge: +1
maximum force: 0.975 eV/Å

```
59
C18H37N2O2 | the OMol25 dataset | ωB97M-V with the def2-TZVPD basis set
C 0.411 -0.755 -0.042
C 1.448 -1.347 0.922
C 2.830 -0.721 0.761
C 3.048 0.682 1.394
C 1.887 1.193 2.273
C 3.309 1.754 0.382
C 4.060 2.881 0.692
C 4.237 3.874 -0.253
C 3.672 3.737 -1.512
C 2.915 2.618 -1.791
N 2.304 2.457 -3.058
N 2.759 1.665 -0.841
H 0.581 -1.208 -1.017
H 0.475 0.328 -0.118
H -0.582 -1.060 0.257
H 1.549 -2.394 0.650
H 1.092 -1.342 1.944
H 3.053 -0.728 -0.306
H 3.561 -1.390 1.203
H 3.930 0.625 2.021
H 1.075 1.530 1.635
H 1.533 0.462 2.982
H 2.227 2.081 2.796
H 4.489 2.963 1.674
H 4.825 4.740 0.000
H 3.828 4.490 -2.261
H 1.358 2.832 -3.015
H 2.203 1.473 -3.291
H 2.186 0.854 -1.048
C -3.584 0.549 2.770
C -2.352 1.391 3.051
O -1.635 1.773 1.886
C -2.351 2.551 0.941
C -2.863 3.873 1.484
H -3.314 -0.350 2.214
H -4.053 0.252 3.707
H -4.328 1.092 2.187
H -1.645 0.811 3.645
H -2.612 2.273 3.646
H -3.170 1.967 0.509
H -1.643 2.742 0.132
H -3.585 3.734 2.288
H -3.355 4.437 0.691
H -2.039 4.471 1.876
C -3.191 -5.209 -1.397
C -2.506 -3.867 -1.212
O -1.093 -3.917 -1.324
C -0.582 -4.374 -2.565
C -0.995 -3.526 -3.756
H -2.808 -5.935 -0.680
H -4.266 -5.104 -1.247
H -3.036 -5.614 -2.398
H -2.700 -3.499 -0.203
H -2.920 -3.123 -1.903
H -0.852 -5.422 -2.727
H 0.503 -4.344 -2.456
H -2.074 -3.535 -3.913
H -0.525 -3.904 -4.664
H -0.689 -2.488 -3.612
```

Record 2
Here is 7 unconnected molecules or ions with the total composition C35H36F24NO17 at a distorted geometry from the OMol25 dataset. Energies are from ωB97M-V with the def2-TZVPD basis set.

## Properties
multiplicity: 1
frontier orbital gap: 7.61 eV
energy: -5085.80759 Ha
molar mass: 1198.62 g/mol
charge: +1
maximum force: 1.095 eV/Å

```
113
C35H36F24NO17 | the OMol25 dataset | ωB97M-V with the def2-TZVPD basis set
O 1.380 -5.604 -0.324
C 0.788 -4.866 -1.018
O -0.264 -5.215 -1.839
C -1.500 -5.182 -1.232
O -1.662 -5.282 -0.071
C -2.630 -5.016 -2.268
F -3.303 -6.174 -2.297
F -2.107 -4.808 -3.487
C -3.620 -3.851 -1.925
F -3.554 -3.508 -0.627
F -4.864 -4.276 -2.178
C -3.408 -2.576 -2.774
F -3.631 -2.821 -4.058
F -2.130 -2.136 -2.603
C -4.397 -1.470 -2.312
O -5.437 -1.354 -2.856
O -3.961 -0.727 -1.289
C 1.159 -3.419 -1.130
C 2.457 -3.082 -1.502
C 2.787 -1.736 -1.564
N 1.863 -0.809 -1.279
C 0.604 -1.103 -0.930
C 0.228 -2.432 -0.842
H -4.716 -0.590 -0.698
H 3.175 -3.855 -1.712
H 3.784 -1.429 -1.823
H 2.121 0.173 -1.315
H -0.091 -0.310 -0.720
H -0.766 -2.716 -0.548
C -5.115 -1.055 5.158
C -3.673 -0.841 5.556
O -2.769 -1.275 4.507
C -2.573 -0.432 3.515
O -3.049 0.653 3.365
C -1.560 -1.039 2.530
F -1.830 -2.321 2.254
F -0.316 -0.984 3.027
F -1.565 -0.369 1.372
H -5.281 -2.099 4.884
H -5.769 -0.800 5.986
H -5.377 -0.441 4.302
H -3.418 -1.446 6.423
H -3.473 0.199 5.808
C -2.347 3.062 -2.929
C -1.032 3.169 -3.668
O -0.067 3.942 -2.913
C 0.582 3.324 -1.960
O 0.476 2.169 -1.638
C 1.582 4.287 -1.295
F 1.031 5.468 -1.045
F 2.628 4.466 -2.117
F 2.031 3.775 -0.153
H -2.727 4.052 -2.681
H -3.082 2.549 -3.549
H -2.235 2.508 -1.996
H -1.159 3.709 -4.603
H -0.615 2.191 -3.904
C -9.394 4.115 8.044
C -9.614 2.655 8.368
O -9.627 1.848 7.169
C -8.449 1.514 6.679
O -7.372 1.799 7.114
C -8.639 0.625 5.438
F -9.573 1.108 4.617
F -9.007 -0.609 5.806
F -7.493 0.529 4.762
H -10.139 4.464 7.329
H -9.468 4.714 8.950
H -8.410 4.276 7.604
H -10.591 2.505 8.822
H -8.863 2.275 9.059
C 4.398 5.361 -5.301
C 4.035 3.942 -4.921
O 3.884 3.107 -6.088
C 5.004 2.626 -6.608
O 6.112 2.811 -6.201
C 4.646 1.730 -7.811
F 3.730 2.314 -8.586
F 4.134 0.570 -7.368
F 5.709 1.455 -8.557
H 3.667 5.766 -5.999
H 4.427 5.991 -4.413
H 5.374 5.400 -5.783
H 3.069 3.920 -4.426
H 4.769 3.507 -4.244
C 8.609 1.114 -7.500
C 9.875 1.108 -8.329
O 10.919 1.869 -7.691
C 11.588 1.246 -6.734
O 11.416 0.129 -6.347
C 12.688 2.174 -6.187
F 12.218 3.408 -5.975
F 13.694 2.252 -7.064
F 13.164 1.704 -5.039
H 8.295 2.132 -7.284
H 7.808 0.602 -8.025
H 8.773 0.611 -6.546
H 9.707 1.593 -9.288
H 10.223 0.096 -8.529
C 0.565 -2.048 6.733
C -0.260 -3.294 6.488
O -0.074 -4.258 7.538
C -0.791 -4.052 8.635
O -1.564 -3.160 8.824
C -0.520 -5.176 9.651
F 0.788 -5.429 9.750
F -1.137 -6.296 9.255
F -0.979 -4.839 10.848
H 1.616 -2.308 6.861
H 0.470 -1.363 5.891
H 0.240 -1.534 7.637
H 0.062 -3.788 5.574
H -1.318 -3.059 6.384
```

Record 3
Here is 2 unconnected molecules or ions with the total composition C5H15N2O at a distorted geometry from the OMol25 dataset. Energies are from ωB97M-V with the def2-TZVPD basis set.

## Properties
multiplicity: 1
frontier orbital gap: 9.84 eV
ΔE to the lowest compared entry with this formula, charge and spin: 57.6 kcal/mol
energy: -383.95921 Ha
molar mass: 119.19 g/mol
charge: +1
maximum force: 3.384 eV/Å

```
23
C5H15N2O | the OMol25 dataset | ωB97M-V with the def2-TZVPD basis set
N 0.833 0.712 2.313
C 0.132 0.484 0.938
C -0.623 -0.781 1.021
C -1.345 -1.088 -0.314
C -2.295 -0.257 -0.716
C 1.284 0.503 -0.203
N 1.757 1.825 -0.373
H 1.679 1.282 2.199
H 0.262 1.268 2.955
H 1.277 -0.150 2.657
H -0.217 1.503 0.833
H 0.090 -1.581 1.253
H -1.391 -0.844 1.805
H -0.921 -1.959 -0.756
H -2.745 0.602 -0.224
H -2.970 -0.514 -1.509
H 0.731 0.024 -1.024
H 1.978 -0.233 0.204
H 1.270 2.319 -1.110
H 2.748 1.938 -0.520
H 0.037 -2.141 -3.460
H -1.179 -1.280 -3.209
O -0.392 -1.633 -2.758
```

Record 4
Here is 2 unconnected molecules or ions with the total composition C9H14BrN2O2S at a distorted geometry from the OMol25 dataset. Energies are from ωB97M-V with the def2-TZVPD basis set.

## Properties
multiplicity: 1
frontier orbital gap: 8.59 eV
energy: -3583.26377 Ha
molar mass: 294.19 g/mol
charge: +1
maximum force: 3.157 eV/Å

```
29
C9H14BrN2O2S | the OMol25 dataset | ωB97M-V with the def2-TZVPD basis set
N 3.507 -0.707 -3.080
C 2.122 -0.413 -2.827
C 1.705 0.972 -2.783
C 0.307 1.265 -2.489
C -0.609 0.132 -2.288
C -0.048 -1.248 -2.387
Br -1.179 -2.822 -2.178
N 1.286 -1.485 -2.641
H 4.015 0.000 -2.530
H 3.688 -1.577 -2.557
H 2.420 1.798 -2.963
H -0.035 2.321 -2.422
H -1.686 0.282 -2.090
H 1.658 -2.434 -2.698
C -1.380 0.279 3.672
C -0.002 0.157 3.011
C -0.222 -0.345 1.580
S -1.853 0.223 1.099
O -2.703 -0.926 0.915
O -1.718 1.246 0.087
C -2.264 0.992 2.656
H -1.329 0.828 4.613
H -1.779 -0.717 3.883
H 0.478 1.139 2.987
H 0.654 -0.515 3.566
H 0.519 0.060 0.892
H -0.218 -1.434 1.532
H -3.328 0.878 2.854
H -2.006 2.050 2.584
```

Record 5
Here is C5H6BrNO2S in the gas phase at a distorted geometry from the OMol25 dataset. Energies are from ωB97M-V with the def2-TZVPD basis set.

## Properties
multiplicity: 1
frontier orbital gap (alpha / beta): 7.19 / 7.18 eV
ΔE to the lowest compared entry with this formula, charge and spin: 87.8 kcal/mol
energy: -3371.38089 Ha
molar mass: 224.08 g/mol
charge: 0
maximum force: 1.023 eV/Å

```
16
C5H6BrNO2S | the OMol25 dataset | ωB97M-V with the def2-TZVPD basis set
C 0.758 -0.339 2.265
C 0.256 0.707 2.987
C 0.549 -0.738 0.906
C -0.275 1.958 2.830
C -0.961 0.375 -2.417
N -0.311 -0.292 0.077
O 0.890 -1.468 -1.852
O -1.464 -2.001 -1.384
S -0.412 -1.029 -1.426
Br -2.001 2.482 2.880
H 1.419 -1.001 2.808
H 0.627 0.742 4.024
H 1.203 -1.562 0.598
H -0.548 0.270 -3.411
H -2.042 0.359 -2.428
H -0.589 1.267 -1.936
```

Record 6
Here is 2 unconnected molecules or ions with the total composition C5H11N3 at a distorted geometry from the OMol25 dataset. Energies are from ωB97M-V with the def2-TZVPD basis set.

## Properties
multiplicity: 1
frontier orbital gap (alpha / beta): 6.22 / 9.42 eV
ΔE to the lowest compared entry with this formula, charge and spin: 221.2 kcal/mol
energy: -360.45017 Ha
molar mass: 113.16 g/mol
charge: +2
maximum force: 4.308 eV/Å

```
19
C5H11N3 | the OMol25 dataset | ωB97M-V with the def2-TZVPD basis set
C 1.311 -1.395 1.125
C 2.942 -0.341 -0.421
C 3.733 0.371 -1.219
C -0.175 -1.112 1.079
C -1.522 2.429 0.263
N 2.151 -0.890 0.330
N -0.490 -0.251 -0.081
N -1.615 -0.793 -0.882
H 1.555 -1.999 2.046
H 3.048 1.013 -1.775
H 4.810 0.200 -0.981
H -0.566 -2.089 1.069
H -0.534 -0.730 2.104
H -2.083 2.851 1.155
H -0.456 2.416 0.479
H -1.910 2.554 -0.677
H -1.416 -0.450 -1.855
H -2.467 -0.374 -0.532
H -1.695 -1.878 -0.772
```